# 1
C22H59GaN4O3P as an isolated structure. Source: OMol25; level of theory: wB97M-V/def2-TZVPD.

Summary:
Orbital gap   6.743 eV
Total charge   -1
LUMO   0.0818 Eh

Each line ends with the Mulliken charge.
Geometry (Å):
C1 0.592 -3.059 4.826  -1.307
C2 0.368 -1.735 4.115  0.313
O1 -0.991 -1.363 4.257  -0.407
C3 -1.394 -0.298 3.407  0.166
C4 -1.453 1.037 4.123  -1.051
Ga1 0.305 1.963 4.602  0.461
P1 2.057 1.464 3.073  0.352
N1 3.127 0.431 3.632  -0.753
O2 1.503 0.922 1.602  -0.586
O3 2.818 2.868 2.681  -0.285
H1 0.977 -2.916 5.824  0.297
H2 1.274 -3.676 4.257  0.335
H3 -0.355 -3.583 4.863  0.327
H4 0.992 -0.975 4.572  0.107
H5 0.625 -1.848 3.063  0.105
H6 -2.393 -0.563 3.050  -0.152
H7 -0.764 -0.219 2.523  0.260
H8 -2.060 1.710 3.523  0.411
H9 -1.982 0.884 5.057  0.332
H10 0.061 3.558 4.498  -0.354
H11 0.783 1.592 6.076  -0.314
H12 3.240 -0.380 3.029  0.167
H13 1.754 -0.010 1.514  0.304
H14 3.473 2.651 1.991  0.262
C5 5.044 5.760 1.626  -1.320
C6 6.455 5.246 1.388  -0.451
N2 6.587 4.484 0.159  0.186
C7 7.837 3.755 0.063  -0.716
C8 9.143 4.559 -0.019  -0.967
C9 6.145 5.156 -1.047  -0.731
C10 6.810 6.491 -1.415  -0.970
H15 4.324 4.943 1.610  0.286
H16 4.988 6.236 2.605  0.426
H17 4.745 6.503 0.885  0.305
H18 6.717 4.582 2.215  0.467
H19 7.158 6.095 1.436  0.207
H20 7.777 3.087 -0.801  0.356
H21 7.895 3.098 0.936  0.408
H22 9.286 5.010 -1.000  0.218
H23 9.992 3.894 0.154  0.398
H24 9.187 5.346 0.734  0.274
H25 5.070 5.322 -0.962  0.377
H26 6.255 4.457 -1.881  0.374
H27 6.914 7.147 -0.550  0.252
H28 6.196 7.016 -2.149  0.370
H29 7.795 6.353 -1.860  0.274
C11 -7.494 -1.942 2.579  -1.429
C12 -7.355 -2.167 1.080  -0.287
N3 -6.320 -1.354 0.476  0.192
C13 -6.359 -1.355 -0.973  -0.717
C14 -6.081 -2.678 -1.699  -0.716
C15 -4.997 -1.474 1.071  -0.772
C16 -4.350 -2.865 1.097  -0.741
H30 -7.656 -0.887 2.799  0.336
H31 -8.347 -2.507 2.957  0.427
H32 -6.614 -2.277 3.127  0.283
H33 -8.303 -1.898 0.605  0.440
H34 -7.212 -3.245 0.898  0.250
H35 -5.658 -0.598 -1.334  0.360
H36 -7.351 -1.000 -1.274  0.387
H37 -5.022 -2.934 -1.682  -0.040
H38 -6.371 -2.590 -2.749  0.400
H39 -6.645 -3.509 -1.275  0.312
H40 -5.051 -1.104 2.096  0.320
H41 -4.327 -0.778 0.563  0.312
H42 -5.051 -3.645 1.397  0.291
H43 -3.527 -2.873 1.815  0.326
H44 -3.932 -3.135 0.127  0.057
C17 -2.410 -4.122 -6.707  -1.474
C18 -2.500 -3.624 -5.272  -0.271
N4 -1.263 -3.777 -4.534  0.070
C19 -1.418 -3.567 -3.104  -0.710
C20 -1.820 -2.170 -2.617  -0.807
C21 -0.090 -3.175 -5.141  -0.723
C22 -0.122 -1.668 -5.432  -0.962
H45 -2.072 -5.159 -6.737  0.338
H46 -3.393 -4.069 -7.176  0.439
H47 -1.730 -3.520 -7.310  0.298
H48 -3.265 -4.210 -4.756  0.413
H49 -2.863 -2.583 -5.283  0.241
H50 -0.488 -3.861 -2.612  0.329
H51 -2.169 -4.282 -2.753  0.389
H52 -0.992 -1.465 -2.662  0.269
H53 -2.129 -2.225 -1.571  0.294
H54 -2.659 -1.760 -3.182  0.215
H55 0.110 -3.700 -6.079  0.398
H56 0.769 -3.401 -4.506  0.348
H57 -1.066 -1.357 -5.881  0.240
H58 0.672 -1.413 -6.136  0.370
H59 0.041 -1.072 -4.536  0.292

# 2
A 5-piece molecular cluster, C22H60BBrO19P5 overall. Source: OMol25; level of theory: wB97M-V/def2-TZVPD.

Summary:
Orbital gap   6.430 eV
ΔE to the lowest compared entry with this formula, charge and spin   0.0 kJ/mol
Total charge   -1
LUMO   0.0567 Eh

Each line ends with the Mulliken charge.
Geometry (Å):
C1 3.967 4.503 -2.129  -0.743
C2 5.166 3.981 -2.927  -0.306
O1 5.166 2.569 -3.154  -0.423
P1 5.330 1.617 -1.860  0.995
O2 5.583 2.381 -0.627  -0.755
C3 6.654 0.480 -2.246  -0.864
C4 7.218 -0.178 -0.961  -0.581
C5 6.223 -0.992 -0.134  -0.135
B1 6.712 -1.304 1.423  0.649
C6 6.658 0.115 2.267  -0.775
C7 6.777 0.031 3.799  0.028
C8 6.308 -1.269 4.423  -1.070
Br1 8.628 0.380 4.389  -0.274
O3 4.037 0.686 -1.832  -0.358
C9 2.942 1.087 -1.011  -0.815
C10 2.262 -0.187 -0.489  -0.241
H1 3.518 5.366 -2.621  0.367
H2 3.214 3.736 -1.974  0.095
H3 4.320 4.862 -1.165  0.257
H4 5.110 4.421 -3.923  0.360
H5 6.103 4.327 -2.496  0.258
H6 7.451 1.035 -2.742  0.394
H7 6.264 -0.321 -2.877  0.343
H8 7.722 0.562 -0.339  0.232
H9 7.991 -0.878 -1.290  0.349
H10 5.241 -0.515 -0.060  -0.349
H11 6.054 -1.965 -0.612  0.216
H12 5.902 -2.141 1.848  -0.288
H13 7.850 -1.789 1.364  -0.277
H14 5.737 0.649 2.008  0.073
H15 7.504 0.713 1.923  0.193
H16 6.171 0.830 4.229  0.404
H17 6.227 -1.135 5.507  0.431
H18 5.336 -1.562 4.034  0.037
H19 7.040 -2.059 4.272  0.295
H20 3.266 1.671 -0.152  0.495
H21 2.209 1.662 -1.579  0.394
H22 2.103 -0.137 0.585  -0.312
H23 2.951 -1.015 -0.650  0.479
H24 1.342 -0.397 -1.029  0.145
C11 -2.707 0.043 -2.712  -0.546
O4 -2.492 1.098 -1.753  -0.381
P2 -2.200 0.607 -0.262  0.784
O5 -3.313 -0.266 0.161  -0.725
O6 -2.258 2.066 0.400  -0.335
C12 -3.518 2.730 0.512  -0.772
O7 -0.856 0.138 0.406  0.199
C13 -0.759 0.246 1.836  -0.480
H25 -2.565 0.442 -3.712  0.351
H26 -2.014 -0.782 -2.552  0.181
H27 -3.729 -0.318 -2.602  0.261
H28 -4.343 2.019 0.539  0.339
H29 -3.651 3.412 -0.329  0.271
H30 -3.513 3.304 1.435  0.243
H31 -1.681 -0.084 2.310  0.367
H32 -0.529 1.270 2.120  0.237
H33 0.061 -0.404 2.131  -0.030
C14 -3.708 -3.419 -1.700  -0.707
O8 -3.256 -3.709 -3.045  0.073
P3 -4.212 -4.340 -4.165  0.795
O9 -4.771 -5.594 -3.625  -0.655
O10 -2.969 -4.542 -5.178  -0.389
C15 -1.983 -5.524 -4.865  -0.575
O11 -5.198 -3.801 -5.294  -0.409
C16 -5.329 -4.601 -6.475  -0.622
H34 -3.023 -2.680 -1.294  0.074
H35 -4.716 -3.012 -1.690  0.446
H36 -3.667 -4.327 -1.102  0.318
H37 -2.396 -6.308 -4.230  0.352
H38 -1.134 -5.056 -4.365  0.135
H39 -1.646 -5.961 -5.804  0.275
H40 -5.413 -5.655 -6.217  0.315
H41 -4.485 -4.439 -7.140  0.245
H42 -6.243 -4.270 -6.963  0.245
C17 -5.982 7.816 2.185  -0.672
O12 -7.175 7.175 2.690  -0.313
P4 -7.033 5.730 3.353  0.961
O13 -6.387 4.813 2.402  -0.461
O14 -8.637 5.532 3.448  -0.387
C18 -9.373 5.316 2.247  -0.591
O15 -6.766 5.287 4.849  -0.367
C19 -7.315 4.029 5.271  -0.557
H43 -6.190 8.880 2.117  0.242
H44 -5.130 7.662 2.845  0.323
H45 -5.753 7.423 1.197  0.272
H46 -8.743 4.880 1.471  0.301
H47 -9.792 6.258 1.891  0.223
H48 -10.185 4.630 2.478  0.242
H49 -7.164 3.268 4.508  0.292
H50 -8.372 4.136 5.498  0.246
H51 -6.776 3.752 6.173  0.246
C20 -0.235 -4.100 -1.360  -0.057
O16 -0.344 -4.088 0.078  -0.281
P5 0.971 -3.621 0.860  0.672
O17 2.097 -4.469 0.448  -0.728
O18 0.408 -3.978 2.327  -0.422
C21 0.296 -5.347 2.700  -0.794
O19 1.429 -2.152 1.169  0.606
C22 2.321 -1.938 2.283  -1.022
H52 -1.234 -4.070 -1.781  -0.332
H53 0.322 -3.231 -1.711  0.280
H54 0.267 -5.010 -1.682  0.320
H55 0.996 -5.967 2.139  0.359
H56 -0.723 -5.699 2.530  0.216
H57 0.525 -5.419 3.762  0.258
H58 3.106 -2.691 2.295  0.471
H59 1.764 -1.951 3.218  0.303
H60 2.764 -0.958 2.133  0.350

# 3
C22H60F3NaO20 as an isolated structure. Source: OMol25; level of theory: wB97M-V/def2-TZVPD.

Summary:
Orbital gap   7.675 eV
ΔE to the lowest compared entry with this formula, charge and spin   236.7 kJ/mol
LUMO   -0.0460 Eh

Each line ends with the Mulliken charge.
Geometry (Å):
Na1 -6.033 -7.139 -7.643  0.902
C1 -4.536 -7.126 -10.192  0.005
O1 -4.411 -6.247 -9.096  0.099
O2 -5.484 -8.114 -9.845  -0.559
C2 -4.291 -6.522 -11.636  0.290
F1 -5.221 -7.110 -12.439  -0.233
F2 -4.465 -5.178 -11.684  -0.113
F3 -3.091 -6.815 -12.136  -0.238
C3 -3.091 -5.646 -9.011  0.899
C4 -2.177 -6.453 -8.075  -1.605
H1 -1.187 -6.004 -7.984  0.177
H2 -2.519 -6.581 -7.044  0.332
H3 -2.090 -7.499 -8.379  0.401
H4 -3.088 -4.695 -8.476  -0.178
H5 -2.491 -5.464 -9.903  -0.142
H6 -3.619 -7.734 -10.134  0.197
C5 -1.388 -2.148 -12.689  -0.523
C6 -2.680 -2.253 -11.818  0.502
O3 -3.770 -1.616 -12.477  -0.666
O4 -0.961 -0.835 -12.947  -0.534
H7 -1.481 -2.693 -13.634  0.342
H8 -0.534 -2.599 -12.181  0.184
H9 -2.740 -1.850 -10.806  0.137
H10 -2.910 -3.305 -11.625  -0.170
H11 -3.761 -1.879 -13.403  0.334
H12 -1.713 -0.367 -13.323  0.356
C7 -5.033 -11.372 -9.980  -0.401
C8 -6.271 -12.155 -9.491  -0.726
O5 -7.456 -11.380 -9.448  -0.493
O6 -4.284 -10.653 -8.963  -0.657
H13 -5.308 -10.639 -10.741  0.403
H14 -4.447 -12.183 -10.414  0.473
H15 -6.010 -12.581 -8.523  0.375
H16 -6.419 -12.967 -10.208  0.334
H17 -7.649 -10.903 -10.259  0.130
H18 -4.697 -9.781 -9.027  0.326
C9 -6.622 -2.326 -10.657  -0.554
C10 -6.228 -2.916 -9.337  0.539
O7 -7.077 -4.007 -9.012  -0.458
O8 -6.041 -1.065 -10.883  -0.588
H19 -7.704 -2.349 -10.793  0.341
H20 -6.311 -3.061 -11.408  0.145
H21 -6.208 -2.141 -8.562  0.446
H22 -5.169 -3.188 -9.257  -0.462
H23 -7.114 -4.065 -8.055  0.242
H24 -5.183 -1.184 -11.310  0.355
C11 -8.877 -7.432 -9.767  -0.099
C12 -10.180 -8.180 -10.193  -0.412
O9 -10.860 -8.591 -9.020  -0.577
O10 -8.126 -8.405 -8.978  -0.516
H25 -9.072 -6.544 -9.165  0.264
H26 -8.314 -7.077 -10.632  0.262
H27 -9.943 -9.034 -10.831  0.175
H28 -10.751 -7.455 -10.776  0.365
H29 -10.179 -8.918 -8.422  0.348
H30 -7.248 -8.519 -9.381  0.139
C13 -2.666 -10.291 -12.872  0.264
C14 -1.293 -9.702 -12.635  -0.385
O11 -1.121 -8.397 -13.232  -0.572
O12 -2.877 -11.382 -12.045  -0.584
H31 -2.829 -10.581 -13.913  0.390
H32 -3.489 -9.573 -12.782  -0.347
H33 -0.416 -10.270 -12.944  0.399
H34 -1.205 -9.666 -11.544  0.135
H35 -1.530 -7.684 -12.740  0.399
H36 -3.062 -11.225 -11.117  0.391
C15 1.878 -5.501 -11.713  -0.798
C16 0.392 -5.583 -11.307  -0.009
O13 0.112 -6.796 -10.711  -0.430
O14 2.662 -5.414 -10.536  -0.468
H37 1.971 -4.691 -12.439  0.407
H38 2.154 -6.445 -12.189  0.300
H39 -0.234 -5.358 -12.174  0.348
H40 -0.004 -4.887 -10.554  0.126
H41 0.701 -6.978 -9.975  0.275
H42 3.517 -5.039 -10.761  0.270
C17 -2.076 -2.634 -5.895  -0.630
C18 -3.535 -2.895 -6.105  -0.230
O15 -3.781 -4.294 -5.976  -0.469
O16 -1.403 -3.228 -6.972  -0.413
H43 -1.704 -2.902 -4.904  0.301
H44 -1.838 -1.576 -6.029  0.384
H45 -3.970 -2.539 -7.042  0.049
H46 -4.140 -2.382 -5.349  0.551
H47 -4.717 -4.328 -5.763  0.258
H48 -1.633 -4.164 -6.945  0.128
C19 -7.439 -10.166 -13.102  0.260
C20 -6.236 -10.254 -14.029  -0.278
O17 -6.630 -10.918 -15.229  -0.596
O18 -8.026 -11.352 -12.574  -0.541
H49 -8.242 -9.498 -13.423  0.404
H50 -7.074 -9.654 -12.204  -0.189
H51 -5.373 -10.761 -13.591  0.169
H52 -5.890 -9.235 -14.207  0.177
H53 -6.473 -11.840 -15.004  0.369
H54 -8.354 -11.858 -13.325  0.287
C21 1.772 -4.017 -7.009  0.551
C22 2.048 -5.185 -6.016  -0.552
O19 1.118 -6.272 -6.216  -0.463
O20 3.054 -3.416 -7.254  -0.561
H55 1.077 -3.261 -6.657  -0.053
H56 1.426 -4.471 -7.941  -0.165
H57 1.966 -4.796 -5.004  0.191
H58 2.947 -5.700 -6.355  0.428
H59 1.591 -6.921 -6.738  0.277
H60 3.618 -4.147 -7.518  0.328

Question: The lowest LUMO belongs to which entry?
Answer: C22H60F3NaO20

Question: Which of these has the highest LUMO?
Answer: C22H59GaN4O3P

Question: The highest LUMO belongs to which entry?
Answer: C22H59GaN4O3P